[1]
A 2-piece molecular cluster, C3H5NO overall in a non-equilibrium geometry. Source: the Open Molecules 2025 dataset; level of theory: ωB97M-V with the def2-TZVPD basis set.

```
10
Properties=species:S:1:pos:R:3:forces:R:3:mulliken_spin:R:1
C 1.00064 -0.22994 0.27596 1.8132 0.8201 -3.1938 0.011
C -0.28726 0.03678 0.89397 -1.2922 1.3109 1.3331 -0.003
C -0.24579 -0.64337 -0.36818 -1.3583 -1.6820 -1.2064 0.658
N -0.55477 0.95211 -1.81269 -0.0728 -0.5316 0.2351 0.740
O -1.20728 1.75480 -1.27899 -0.1020 0.2886 -0.1282 0.507
H 1.65651 0.42748 -0.36105 -1.1481 0.1719 1.0797 0.019
H 1.59351 -1.05009 0.47719 1.1206 -1.6537 1.4046 0.019
H -0.55494 -0.59529 1.69755 -0.1977 -0.6164 0.9668 0.018
H -0.71110 1.03056 1.06170 0.3551 -0.0940 -0.4955 0.004
H -0.68951 -1.68304 -0.58546 0.8823 1.9860 0.0046 0.028
```
Positions in Å, forces in eV/Å.

Calculated values
Spin multiplicity ... 3
HOMO (alpha / beta) ... -7.79 / -11.17 eV
Molecular weight ... 71.08 g/mol
Frontier orbital gap (alpha / beta) ... 0.32737 / 0.38110 Eh
Charge ... 0

---

[2]
A 2-piece molecular cluster, C5H8O2 overall in a non-equilibrium geometry. Source: the Open Molecules 2025 dataset; level of theory: ωB97M-V with the def2-TZVPD basis set.

```
15
Properties=species:S:1:pos:R:3:forces:R:3:nbo_charge:R:1
C -1.08393 0.49995 2.19751 0.2448 -0.0299 -0.4329 -0.201
C -0.49620 0.43348 1.14534 -0.0431 0.1487 0.5945 -0.062
C 0.34362 0.33598 -0.02068 0.7179 0.5238 0.4315 -0.035
C 0.61341 1.41132 -0.77652 0.5860 0.0328 0.6225 -0.470
C 1.08488 -0.97935 -0.18795 0.3085 0.2465 -0.1032 -0.080
O 0.45009 -2.12823 0.30481 -0.1493 0.1006 0.2104 -0.695
H -1.57335 0.59763 3.14257 0.0049 -0.0550 -0.2223 0.245
H 1.32668 1.33328 -1.59198 -0.1310 0.0371 0.0210 0.212
H 0.19916 2.38199 -0.53607 0.0054 -0.0393 -0.0692 0.218
H 2.04050 -0.79531 0.32538 0.0539 -0.2755 -0.0617 0.172
H 1.29001 -1.16106 -1.24742 -0.0629 0.1094 0.1994 0.204
H 0.19576 -1.97064 1.22438 0.0243 -0.0291 -0.1465 0.471
O -1.36661 -0.33352 -1.48824 -0.7854 0.1091 -0.7886 -0.931
H -0.91429 0.53065 -1.59249 -0.7746 -0.8502 -0.0871 0.481
H -2.10973 -0.15621 -0.89865 0.0007 -0.0291 -0.1678 0.472
```
Positions in Å, forces in eV/Å.

Calculated values
Spin multiplicity ... 1
HOMO ... -9.25 eV
Molecular weight ... 100.12 g/mol
Frontier orbital gap ... 0.36240 Eh
Structure (SMILES) ... C#CC(=C)CO.O
Charge ... 0